Entry from the Open Molecules 2025 dataset: a molecular structure, C8H10ClN3O in a non-equilibrium geometry (ωB97M-V/def2-TZVPD).

Geometry as XYZ:
```
23
Properties=species:S:1:pos:R:3:nbo_charge:R:1
C 2.863 -0.202 0.074 0.167
C 2.683 1.248 0.001 -0.245
C 1.326 1.483 -0.233 -0.212
C 0.372 0.355 -0.192 0.472
C -1.832 -0.476 -0.368 -0.086
C -3.289 0.223 -0.581 -0.092
C -3.958 1.006 0.493 -0.434
C -4.491 -0.441 0.929 -0.214
H 3.648 1.778 -0.200 0.275
H 1.070 2.599 -0.442 0.238
H -1.802 -1.211 0.436 0.206
H -1.642 -1.000 -1.260 0.204
H -3.656 0.522 -1.616 0.222
H -4.776 1.554 0.072 0.217
H -3.389 1.871 1.131 0.220
H -3.834 -1.001 1.625 0.173
H -5.532 -0.558 1.398 0.188
H -3.793 -1.778 -0.470 0.335
N -4.358 -0.850 -0.421 -0.599
N 0.823 -0.928 -0.110 -0.330
N 2.172 -1.319 -0.198 -0.192
O -0.882 0.647 -0.147 -0.473
Cl 4.604 -0.320 0.286 -0.038
```

As for the max |F|: 5.6 eV Å⁻¹. Its energy above the lowest of the compared OMol25 structures with the same formula, charge and spin is 118.4 kcal per mole.